1.
This record from the Open Molecules 2025 dataset describes a 6-piece molecular cluster, H12O6 overall at a distorted geometry. The level of theory is wB97M-V/def2-TZVPD.

Structure (XYZ):
```
18
Properties=species:S:1:pos:R:3:forces:R:3
O -0.263037 -0.040393 0.547819 -1.62 1.16 4.16
H -0.050425 -0.421659 -0.229159 1.23 -2.07 -4.73
H 0.131785 0.827874 0.505992 0.26 0.94 0.10
O 1.036607 0.809027 -2.179192 1.88 -1.00 -0.20
H 1.993011 0.960854 -1.942813 -1.31 0.26 0.03
H 1.192505 0.042989 -2.779955 -0.67 0.68 0.30
O -0.401412 3.757226 -0.116158 -2.46 2.21 -1.83
H -0.880418 4.622564 0.195736 1.44 -2.42 -0.67
H -0.745729 3.709105 -1.087670 1.05 0.04 2.50
O 2.390938 -1.481854 -0.561203 -0.29 0.86 2.11
H 2.225326 -1.749656 0.394075 0.37 0.02 -1.90
H 2.219717 -2.207345 -1.149468 -0.17 -0.92 -0.11
O 0.343508 -2.107082 2.173254 1.54 -2.08 1.00
H -0.433339 -2.465902 2.591164 -0.68 -0.36 0.35
H 0.110064 -1.367838 1.663214 -0.84 2.50 -1.14
O -3.065758 -1.047131 0.268862 2.80 -1.97 1.57
H -2.406792 -0.606464 0.863968 -0.94 0.11 -0.73
H -3.682472 -0.462868 -0.092136 -1.60 2.05 -0.82
```
Positions in Å, forces in eV/Å.

Results
F_max   5.3 eV/A
Expectation value of S²   0.756
Charge   +1
2S+1   2
Orbital gap (alpha / beta)   11.18 / 2.88 eV
Relative energy (zero: lowest compared OMol25 entry of this formula, charge and spin)   2.2153 eV

These are the natural (NBO) partial charges, in e, on atoms 1 to 8: -0.8476, 0.4973, 0.5263, -0.8985, 0.4891, 0.4781, -0.9567, 0.4870

2.
This record from the Open Molecules 2025 dataset describes C14H24NO7PbS as an isolated structure. The level of theory is wB97M-V/def2-TZVPD.

Structure (XYZ):
```
48
Properties=species:S:1:pos:R:3:forces:R:3
Pb -0.416218 -0.348293 0.027279 -0.26 -0.15 0.34
C -1.757652 2.735216 -0.288014 -0.15 0.06 0.00
C -1.118090 2.614694 1.084273 -0.04 -0.08 0.02
O 0.065584 1.804440 0.933950 0.10 0.13 0.07
C 0.968021 1.805082 2.061791 0.04 -0.03 0.00
C 2.181302 1.017868 1.632965 -0.10 -0.01 0.01
O 1.720202 -0.285227 1.198063 0.04 -0.06 0.06
C 2.776635 -1.121764 0.677555 -0.04 -0.07 -0.02
C 2.135876 -2.352416 0.060031 0.06 0.10 0.02
O 1.065402 -1.996858 -0.849083 0.02 -0.13 -0.04
C 1.376212 -1.755800 -2.240784 0.02 -0.10 0.05
C 1.799543 -0.318976 -2.480215 0.07 0.02 0.01
O 0.909447 0.537778 -1.729136 -0.05 0.21 -0.32
C 0.345857 1.710544 -2.372516 0.31 0.13 0.11
C -1.149357 1.606453 -2.354999 -0.40 -0.10 -0.03
O -1.661705 1.475246 -1.004133 0.11 0.11 -0.17
H -1.282800 3.514581 -0.881442 0.07 0.00 0.05
H -2.817546 2.966556 -0.180065 0.03 0.08 -0.03
H -1.786413 2.153980 1.817889 0.03 -0.02 -0.02
H -0.833358 3.605521 1.440952 -0.04 -0.01 0.02
H 0.468769 1.361971 2.927827 0.01 0.00 0.00
H 1.245544 2.832074 2.304257 0.04 -0.02 -0.03
H 2.878290 0.896201 2.463649 -0.01 0.02 0.01
H 2.689122 1.505287 0.798137 0.01 0.02 0.01
H 3.432086 -1.423295 1.497596 0.01 -0.02 -0.03
H 3.361643 -0.542703 -0.039675 -0.01 -0.03 -0.01
H 1.666912 -2.977611 0.819704 0.01 0.02 0.01
H 2.873960 -2.954802 -0.470010 0.03 0.03 0.02
H 0.454744 -1.985076 -2.776505 0.01 0.01 -0.02
H 2.142859 -2.458111 -2.570081 0.02 0.04 0.01
H 1.731675 -0.092571 -3.544536 0.01 -0.02 0.01
H 2.815151 -0.113863 -2.141790 -0.01 -0.03 -0.04
H 0.692950 1.793563 -3.402103 0.08 -0.07 0.02
H 0.690981 2.578034 -1.809194 0.07 0.00 -0.05
H -1.477133 0.711605 -2.885272 -0.05 0.04 -0.02
H -1.595343 2.474247 -2.842342 -0.07 0.00 0.06
S -1.448470 -2.165424 4.393149 0.03 0.05 -0.10
C -2.846285 -2.131916 3.414201 0.06 0.05 -0.08
C -2.566791 -1.607531 2.195906 -0.11 0.00 0.06
N -1.244679 -1.236109 2.060438 -0.01 -0.04 0.18
C -0.540070 -1.480173 3.155960 0.02 -0.03 -0.06
H -3.794401 -2.495806 3.777790 -0.03 0.00 -0.01
H -3.256784 -1.470255 1.380303 -0.02 -0.02 -0.01
H 0.515619 -1.279707 3.239837 0.03 0.01 0.02
O -2.198691 -1.683169 -3.151892 0.20 0.06 -0.08
C -2.846182 -1.762970 -2.065024 -0.35 -0.24 -0.21
O -2.534247 -1.434429 -0.931747 0.18 0.03 0.02
H -3.832174 -2.226091 -2.352948 0.03 0.05 0.21
```
Positions in Å, forces in eV/Å.

Results
F_max   0.5 eV/A
Charge   +3
Orbital gap (alpha / beta)   6.03 / 5.79 eV

These are the natural (NBO) partial charges, in e, on atoms 1 to 8: 1.9276, -0.0983, -0.1014, -0.6097, -0.0946, -0.0924, -0.6166, -0.1024

3.
This record from the Open Molecules 2025 dataset describes one molecule with the formula C4H8OS at a distorted geometry. The level of theory is wB97M-V/def2-TZVPD.

Structure (XYZ):
```
14
Properties=species:S:1:pos:R:3:forces:R:3
C 2.306597 0.015143 -0.144206 0.08 0.29 -1.48
S 0.853511 -0.785434 -0.412399 0.60 -5.40 2.91
O 1.176094 -2.785611 -0.130965 -1.03 4.55 -1.11
C -0.834615 -0.081381 -1.049153 1.06 -0.86 2.64
C -1.329730 0.074364 0.387199 -3.13 1.05 1.21
C -0.129463 -0.580722 1.121239 0.48 1.33 0.35
H 2.567474 0.599697 -1.020418 0.03 0.45 0.06
H 3.107395 -0.713003 0.064426 -0.65 0.03 0.04
H -1.225696 -0.913658 -1.533643 -0.67 -1.29 -1.17
H -0.815508 0.792458 -1.572070 0.33 2.12 -1.83
H -1.621958 1.195046 0.628672 1.33 -2.10 -0.31
H -2.402396 -0.406814 0.610541 2.55 0.45 -0.71
H 0.523225 0.140815 1.688859 -0.96 -0.70 -0.29
H -0.284865 -1.502296 1.681352 -0.03 0.07 -0.32
```
Positions in Å, forces in eV/Å.

Results
F_max   6.2 eV/A
Charge   0
Orbital gap (alpha / beta)   7.94 / 7.42 eV
Relative energy (zero: lowest compared OMol25 entry of this formula, charge and spin)   7.9893 eV

These are the natural (NBO) partial charges, in e, on atoms 1 to 8: -0.9154, 1.2008, -0.7672, -0.4302, -0.4549, -0.5681, 0.2173, 0.2641

Q: Which value of F_max does entry 2 give?
A: 0.5 eV/A